<i>
DFT (the ωB97M-V functional and the def2-TZVPD basis) results for an isolated ion of composition C5H13N2O and charge +1.

Properties
net charge: +1
SMILES string: CC(C)NC(=O)C[NH3+]
HOMO: -0.502 Ha
lowest unoccupied orbital energy: -3.66 eV
HOMO-LUMO gap: 10.0 eV

Last columns: bonded neighbours and bond lengths (Å).
Atoms and positions in Å:
1 C 1.123 1.306 1.442  C2 1.611, H9 1.110, H10 1.125, H11 1.045
2 C 1.198 0.135 0.339  C1 1.611, C3 1.562, N4 1.442, H12 1.039
3 C 2.655 -0.425 0.299  C2 1.562, H13 1.109, H14 1.228, H15 1.141
4 N 0.551 0.431 -0.916  C2 1.442, C5 1.356, H16 1.017
5 C -0.699 -0.038 -1.150  N4 1.356, O6 1.210, C7 1.481
6 O -1.228 0.108 -2.228  C5 1.210
7 C -1.611 -0.761 -0.234  C5 1.481, N8 1.501, H17 1.083, H18 1.184
8 N -3.002 -0.726 -0.795  C7 1.501, H19 0.942, H20 1.059, H21 1.091
9 H 0.494 1.188 2.349  C1 1.110
10 H 0.753 2.300 1.066  C1 1.125
11 H 2.080 1.493 1.816  C1 1.045
12 H 0.684 -0.672 0.747  C2 1.039
13 H 2.772 -0.797 1.337  C3 1.109
14 H 3.455 0.490 0.120  C3 1.228
15 H 2.814 -1.016 -0.663  C3 1.141
16 H 1.123 0.764 -1.688  N4 1.017
17 H -1.412 -1.667 0.326  C7 1.083
18 H -1.723 -0.181 0.792  C7 1.184
19 H -3.618 -1.052 -0.161  N8 0.942
20 H -3.275 0.274 -1.010  N8 1.059
21 H -3.134 -1.156 -1.788  N8 1.091

natural (NBO) population analysis, charges in e, atoms 1 to 4:
1 C -0.65
2 C -0.05
3 C -0.62
4 N -0.57

<ii>
DFT (the ωB97M-V functional and the def2-TZVPD basis) results for an isolated ion of composition C5H13N2O and charge +1.

Properties
net charge: +1
SMILES string: CNC[C@@H]([NH3+])CC=O
HOMO: -0.518 Ha
lowest unoccupied orbital energy: -3.06 eV
HOMO-LUMO gap: 11.0 eV

Last columns: bonded neighbours and bond lengths (Å).
Atoms and positions in Å:
1 C -0.753 -2.052 -1.097  N2 1.444, H9 1.093, H10 1.106, H11 1.099
2 N 0.591 -1.528 -1.021  C1 1.444, C3 1.507, H12 1.008
3 C 0.876 -1.006 0.364  N2 1.507, C4 1.537, H13 1.089, H14 1.088
4 C 0.688 0.519 0.353  C3 1.537, N5 1.512, C6 1.529, H15 1.090
5 N 0.313 0.938 -1.051  C4 1.512, H16 1.051, H17 1.016, H18 1.018
6 C -0.421 0.989 1.294  C4 1.529, C7 1.503, H19 1.110, H20 1.092
7 C -0.588 2.476 1.440  C6 1.503, O8 1.213, H21 1.094
8 O 0.053 3.249 0.761  C7 1.213
9 H -0.987 -2.914 -0.468  C1 1.093
10 H -1.525 -1.264 -1.024  C1 1.106
11 H -1.023 -2.328 -2.125  C1 1.099
12 H 1.277 -2.259 -1.121  N2 1.008
13 H 1.849 -1.415 0.633  C3 1.089
14 H 0.177 -1.432 1.081  C3 1.088
15 H 1.631 0.991 0.628  C4 1.090
16 H 0.548 0.083 -1.615  N5 1.051
17 H -0.679 1.145 -1.134  N5 1.016
18 H 0.882 1.754 -1.269  N5 1.018
19 H -1.343 0.649 0.777  C6 1.110
20 H -0.452 0.524 2.282  C6 1.092
21 H -1.114 2.877 2.311  C7 1.094

natural (NBO) population analysis, charges in e, atoms 1 to 4:
1 C -0.45
2 N -0.65
3 C -0.25
4 C -0.06

<iii>
DFT (the ωB97M-V functional and the def2-TZVPD basis) results for an isolated ion of composition C5H13N2O and charge +1.

Properties
net charge: +1
SMILES string: C=C([NH2+][C@@H](C)N)OC
HOMO: -0.479 Ha
lowest unoccupied orbital energy: -3.18 eV
HOMO-LUMO gap: 9.8 eV

Last columns: bonded neighbours and bond lengths (Å).
Atoms and positions in Å:
1 C 0.373 0.138 -2.040  C2 1.378, H9 1.049, H10 1.028
2 C -0.238 -0.403 -0.929  C1 1.378, N3 1.522, O7 1.344
3 N -1.346 0.288 -0.147  C2 1.522, C4 1.568, H11 1.073, H12 1.105
4 C -0.814 1.293 0.934  N3 1.568, C5 1.562, N6 1.494, H13 1.139
5 C -0.221 0.443 2.103  C4 1.562, H14 1.183, H15 1.020, H16 1.057
6 N 0.329 1.962 0.242  C4 1.494, H17 1.026, H18 0.983
7 O -0.085 -1.644 -0.437  C2 1.344, C8 1.415
8 C 0.968 -2.496 -0.848  O7 1.415, H19 1.141, H20 1.015, H21 1.139
9 H 1.214 -0.274 -2.512  C1 1.049
10 H 0.142 1.107 -2.291  C1 1.028
11 H -1.966 0.711 -0.913  N3 1.073
12 H -1.714 -0.498 0.538  N3 1.105
13 H -1.589 2.082 1.207  C4 1.139
14 H 0.705 -0.205 1.750  C5 1.183
15 H -0.021 1.087 2.869  C5 1.020
16 H -0.951 -0.265 2.387  C5 1.057
17 H 0.198 2.978 0.190  N6 1.026
18 H 1.198 1.782 0.664  N6 0.983
19 H 1.836 -1.905 -1.293  C8 1.141
20 H 0.568 -3.142 -1.521  C8 1.015
21 H 1.413 -3.038 0.049  C8 1.139

natural (NBO) population analysis, charges in e, atoms 1 to 4:
1 C -0.46
2 C 0.46
3 N -0.60
4 C 0.11

Q: Which of them is the most stable? A: <ii>.

<i>
DFT (the ωB97M-V functional and the def2-TZVPD basis) results for a 3-piece molecular cluster, C5H9IO overall.

Properties
HOMO: -0.342 Ha
lowest unoccupied orbital energy: 0.37 eV
HOMO-LUMO gap: 9.7 eV

Last columns: bonded neighbours and bond lengths (Å).
Atoms and positions in Å:
1 C -1.416 2.780 0.680  O6 1.148
2 C 1.279 -1.145 -1.272  C5 1.510, H8 1.100, H9 1.186, H10 1.104
3 C -0.101 -0.978 0.786  C5 1.506, H11 1.079, H12 1.085, H13 1.022
4 C 1.105 1.078 -0.095  C5 1.350, H15 1.024, H16 1.121
5 C 0.791 -0.233 -0.172  C2 1.510, C3 1.506, C4 1.350
6 O -1.460 3.692 -0.017  C1 1.148
7 I -3.609 -0.575 0.389  H14 1.695
8 H 0.538 -1.900 -1.577  C2 1.100
9 H 2.221 -1.725 -0.846  C2 1.186
10 H 1.799 -0.565 -2.054  C2 1.104
11 H 0.405 -1.594 1.512  C3 1.079
12 H -0.702 -1.709 0.254  C3 1.085
13 H -0.778 -0.332 1.197  C3 1.022
14 H -2.359 -0.015 1.388  I7 1.695
15 H 1.666 1.485 -0.848  C4 1.024
16 H 0.620 1.733 0.675  C4 1.121

natural (NBO) population analysis, charges in e, atoms 1 to 4:
1 C 0.50
2 C -0.65
3 C -0.63
4 C -0.43

<ii>
DFT (the ωB97M-V functional and the def2-TZVPD basis) results for a 2-piece molecular cluster, C5H9IO overall.

Properties
HOMO: -0.316 Ha
lowest unoccupied orbital energy: 0.20 eV
HOMO-LUMO gap: 8.8 eV

Last columns: bonded neighbours and bond lengths (Å).
Atoms and positions in Å:
1 C 0.848 1.542 0.454  C4 1.418, O6 1.221, H8 1.077
2 C -1.376 -0.082 -1.103  C5 1.474, H9 1.208, H10 1.163, H11 1.064
3 C -0.340 -0.959 1.135  C5 1.515, H12 1.092, H13 1.186, H14 1.043
4 C 1.430 0.617 -0.449  C1 1.418, I7 2.100, H15 1.027
5 C -0.300 -0.771 -0.367  C2 1.474, C3 1.515, H16 1.091
6 O -0.036 2.273 0.035  C1 1.221
7 I 3.099 -0.472 0.211  C4 2.100
8 H 1.094 1.459 1.499  C1 1.077
9 H -1.255 1.119 -1.091  C2 1.208
10 H -1.408 -0.419 -2.215  C2 1.163
11 H -2.195 -0.304 -0.460  C2 1.064
12 H -1.265 -1.521 1.284  C3 1.092
13 H 0.449 -1.748 1.538  C3 1.186
14 H -0.424 -0.049 1.638  C3 1.043
15 H 1.379 0.942 -1.422  C4 1.027
16 H 0.299 -1.626 -0.688  C5 1.091

natural (NBO) population analysis, charges in e, atoms 1 to 4:
1 C 0.32
2 C -0.72
3 C -0.68
4 C -0.48

Q: Which of them is the most stable? A: <i>.

<i>
DFT (the ωB97M-V functional and the def2-TZVPD basis) results for a 13-piece molecular cluster, H26O13 overall.

Properties
HOMO: -0.421 Ha
lowest unoccupied orbital energy: -0.74 eV
HOMO-LUMO gap: 10.7 eV

Last columns: bonded neighbours and bond lengths (Å).
Atoms and positions in Å:
1 H 0.448 -0.549 -0.638  O27 0.948
2 H -0.121 -0.840 0.702  O27 0.975
3 H 3.527 0.579 -0.119  O28 0.923
4 H 3.385 1.365 -1.476  O28 0.972
5 H 0.541 -0.129 -2.613  O29 1.020
6 H 1.306 -1.538 -2.611  O29 0.949
7 H -4.224 1.600 1.027  O30 1.006
8 H -4.193 0.302 2.078  O30 0.946
9 H -0.443 2.137 1.865  O31 0.941
10 H -1.803 2.548 1.648  O31 0.917
11 H 1.119 -2.013 2.952  O32 0.982
12 H 0.253 -3.259 3.453  O32 0.913
13 H 1.835 0.910 -3.691  O33 1.005
14 H 0.748 0.294 -4.691  O33 0.944
15 H -0.556 -3.369 -0.750  O34 1.035
16 H -1.544 -2.512 -0.036  O34 0.938
17 H 0.951 3.192 -3.350  O35 0.949
18 H 0.451 3.222 -1.913  O35 0.897
19 H -4.074 -2.627 1.337  O36 0.915
20 H -3.102 -3.380 0.469  O36 0.980
21 H 4.347 0.431 2.450  O37 1.019
22 H 3.290 -0.066 1.387  O37 0.925
23 H 2.410 0.095 4.207  O38 0.908
24 H 1.825 0.992 3.052  O38 0.998
25 H -2.984 -0.147 -1.034  O39 0.949
26 H -2.404 1.322 -1.099  O39 0.912
27 O 0.734 -0.728 0.247  H1 0.948, H2 0.975
28 O 3.657 0.544 -1.032  H3 0.923, H4 0.972
29 O 1.031 -0.826 -3.174  H5 1.020, H6 0.949
30 O -4.257 1.239 1.965  H7 1.006, H8 0.946
31 O -0.955 2.740 1.355  H9 0.941, H10 0.917
32 O 0.545 -2.780 2.733  H11 0.982, H12 0.913
33 O 1.246 1.071 -4.489  H13 1.005, H14 0.944
34 O -1.234 -3.394 0.031  H15 1.035, H16 0.938
35 O 0.719 3.730 -2.603  H17 0.949, H18 0.897
36 O -4.018 -3.035 0.520  H19 0.915, H20 0.980
37 O 3.825 0.657 1.605  H21 1.019, H22 0.925
38 O 1.724 0.176 3.618  H23 0.908, H24 0.998
39 O -3.142 0.786 -1.102  H25 0.949, H26 0.912

natural (NBO) population analysis, charges in e, atoms 1 to 4:
1 H 0.45
2 H 0.47
3 H 0.47
4 H 0.47

<ii>
DFT (the ωB97M-V functional and the def2-TZVPD basis) results for a 13-piece molecular cluster, H26O13 overall.

Properties
HOMO: -0.380 Ha
lowest unoccupied orbital energy: -0.19 eV
HOMO-LUMO gap: 10.1 eV

Last columns: bonded neighbours and bond lengths (Å).
Atoms and positions in Å:
1 O -9.674 -5.670 4.449  H2 1.023, H3 0.958
2 H -10.607 -5.329 4.692  O1 1.023
3 H -9.848 -6.233 3.694  O1 0.958
4 O -9.878 -5.626 7.495  H5 0.966, H6 0.990
5 H -9.925 -4.850 6.922  O4 0.966
6 H -8.930 -5.736 7.759  O4 0.990
7 O -9.192 0.251 2.512  H8 0.997, H9 0.940
8 H -9.634 1.102 2.786  O7 0.997
9 H -9.143 -0.235 3.315  O7 0.940
10 O -6.860 -3.715 4.258  H11 0.949, H12 0.926
11 H -6.849 -2.775 4.386  O10 0.949
12 H -6.359 -4.090 4.941  O10 0.926
13 O -9.723 -0.786 8.527  H14 0.950, H15 0.944
14 H -10.206 -1.143 9.263  O13 0.950
15 H -9.026 -1.379 8.297  O13 0.944
16 O -9.168 -3.199 5.841  H17 0.957, H18 0.967
17 H -8.789 -3.782 5.184  O16 0.957
18 H -9.092 -2.305 5.480  O16 0.967
19 O -7.061 -6.061 2.701  H20 0.960, H21 0.952
20 H -7.907 -6.207 2.271  O19 0.960
21 H -7.126 -5.277 3.238  O19 0.952
22 O -7.517 -2.231 7.946  H23 0.913, H24 0.977
23 H -7.401 -2.843 8.614  O22 0.913
24 H -7.961 -2.644 7.180  O22 0.977
25 O -7.154 -6.855 5.498  H26 0.916, H27 0.963
26 H -7.512 -7.698 5.466  O25 0.916
27 H -7.876 -6.229 5.379  O25 0.963
28 O -11.612 -3.162 7.989  H29 0.927, H30 0.941
29 H -11.164 -2.568 7.436  O28 0.927
30 H -12.161 -2.596 8.503  O28 0.941
31 O -9.051 -0.583 5.294  H32 0.937, H33 0.959
32 H -8.470 -0.244 5.947  O31 0.937
33 H -9.844 -0.052 5.391  O31 0.959
34 O -9.340 -3.663 2.674  H35 0.959, H36 0.965
35 H -9.717 -4.091 1.903  O34 0.959
36 H -9.426 -4.461 3.210  O34 0.965
37 O -11.897 -4.294 4.996  H38 0.936, H39 0.983
38 H -11.773 -3.380 5.154  O37 0.936
39 H -12.351 -4.380 4.128  O37 0.983

natural (NBO) population analysis, charges in e, atoms 1 to 4:
1 O -0.99
2 H 0.52
3 H 0.47
4 O -0.95

<iii>
DFT (the ωB97M-V functional and the def2-TZVPD basis) results for a 13-piece molecular cluster, H26O13 overall.

Properties
HOMO: -0.382 Ha
lowest unoccupied orbital energy: -0.28 eV
HOMO-LUMO gap: 10.1 eV

Last columns: bonded neighbours and bond lengths (Å).
Atoms and positions in Å:
1 O -2.096 -0.886 0.021  H2 0.988, H3 0.968
2 H -1.957 -0.236 -0.709  O1 0.988
3 H -2.797 -1.466 -0.310  O1 0.968
4 O 1.015 -0.798 -2.264  H5 0.969, H6 0.964
5 H 1.846 -1.230 -2.017  O4 0.969
6 H 1.094 -0.622 -3.209  O4 0.964
7 O 1.867 2.180 1.499  H8 0.964, H9 0.966
8 H 1.924 1.298 1.114  O7 0.964
9 H 0.926 2.394 1.456  O7 0.966
10 O 1.075 -0.652 3.160  H11 0.963, H12 0.972
11 H 1.377 -1.515 2.856  O10 0.963
12 H 0.881 -0.153 2.349  O10 0.972
13 O -1.706 2.121 1.306  H14 0.967, H15 0.964
14 H -1.563 1.812 0.402  O13 0.967
15 H -2.363 2.823 1.226  O13 0.964
16 O 3.551 1.157 -2.284  H17 0.974, H18 0.965
17 H 3.334 0.589 -1.523  O16 0.974
18 H 3.964 1.938 -1.898  O16 0.965
19 O 0.059 -3.126 -0.168  H20 0.963, H21 0.972
20 H -0.571 -3.822 -0.380  O19 0.963
21 H -0.452 -2.300 -0.206  O19 0.972
22 O 2.968 -0.688 -0.160  H23 0.968, H24 0.967
23 H 2.484 -1.171 0.526  O22 0.968
24 H 3.902 -0.845 0.034  O22 0.967
25 O 0.754 2.293 -1.912  H26 0.970, H27 0.966
26 H 1.647 2.037 -2.190  O25 0.970
27 H 0.444 2.872 -2.620  O25 0.966
28 O 0.425 0.063 0.369  H29 0.978, H30 0.976
29 H 0.710 -0.066 -0.559  O28 0.978
30 H -0.432 -0.399 0.430  O28 0.976
31 O -2.378 -2.590 2.577  H32 0.962, H33 0.965
32 H -2.379 -3.337 1.971  O31 0.962
33 H -2.246 -1.817 2.015  O31 0.965
34 O -4.082 0.255 1.772  H35 0.965, H36 0.963
35 H -3.291 0.100 1.241  O34 0.965
36 H -3.746 0.489 2.644  O34 0.963
37 O -1.740 0.984 -2.027  H38 0.968, H39 0.959
38 H -1.029 0.433 -2.383  O37 0.968
39 H -1.421 1.880 -2.149  O37 0.959

natural (NBO) population analysis, charges in e, atoms 1 to 4:
1 O -1.02
2 H 0.52
3 H 0.50
4 O -0.98

<iv>
DFT (the ωB97M-V functional and the def2-TZVPD basis) results for a 13-piece molecular cluster, H26O13 overall.

Properties
HOMO: -0.384 Ha
lowest unoccupied orbital energy: -0.04 eV
HOMO-LUMO gap: 10.4 eV

Last columns: bonded neighbours and bond lengths (Å).
Atoms and positions in Å:
1 O 1.284 1.118 -2.846  H2 1.007, H3 0.957
2 H 1.704 1.921 -2.406  O1 1.007
3 H 1.423 1.505 -3.710  O1 0.957
4 O -0.049 -1.606 3.133  H5 0.984, H6 0.951
5 H 0.136 -2.164 2.344  O4 0.984
6 H 0.363 -1.966 3.911  O4 0.951
7 O 1.005 -3.044 1.026  H8 0.972, H9 0.917
8 H 1.228 -2.268 0.484  O7 0.972
9 H 0.768 -3.777 0.530  O7 0.917
10 O 3.737 1.823 -1.056  H11 0.944, H12 0.935
11 H 4.058 1.899 -0.172  O10 0.944
12 H 4.275 1.223 -1.531  O10 0.935
13 O 0.277 -2.910 -1.696  H14 0.963, H15 0.956
14 H 0.240 -3.040 -2.650  O13 0.963
15 H 0.988 -2.289 -1.546  O13 0.956
16 O -3.889 -1.102 1.057  H17 0.972, H18 0.975
17 H -3.964 -0.134 1.033  O16 0.972
18 H -4.130 -1.318 0.137  O16 0.975
19 O -0.227 3.823 -3.064  H20 0.955, H21 0.969
20 H 0.322 3.698 -2.293  O19 0.955
21 H -0.790 3.042 -3.178  O19 0.969
22 O -1.989 -1.425 -1.287  H23 0.954, H24 0.968
23 H -1.926 -2.289 -1.685  O22 0.954
24 H -1.096 -1.067 -1.175  O22 0.968
25 O -2.482 0.052 3.263  H26 0.980, H27 0.950
26 H -2.386 -0.539 2.487  O25 0.980
27 H -2.132 -0.398 4.023  O25 0.950
28 O -0.597 1.619 2.074  H29 0.964, H30 0.982
29 H -0.899 0.853 2.575  O28 0.964
30 H -1.010 2.321 2.624  O28 0.982
31 O -2.997 2.991 -2.393  H32 0.987, H33 1.004
32 H -2.980 3.837 -1.886  O31 0.987
33 H -2.446 2.186 -2.160  O31 1.004
34 O 1.872 -0.384 1.865  H35 0.993, H36 0.993
35 H 2.716 -0.244 2.370  O34 0.993
36 H 1.246 -0.704 2.566  O34 0.993
37 O 3.767 -0.864 -0.237  H38 0.932, H39 0.962
38 H 3.888 -0.478 0.602  O37 0.932
39 H 2.824 -0.774 -0.403  O37 0.962

natural (NBO) population analysis, charges in e, atoms 1 to 4:
1 O -0.95
2 H 0.48
3 H 0.47
4 O -0.98

Q: Which of them is the most stable? A: <iii>.